(1)
{
  "formula": "C6H11FNO2",
  "method": "ωB97M-V with the def2-TZVPD basis set",
  "elements": ["C", "C", "C", "C", "C", "C", "N", "O", "O", "F", "H", "H", "H", "H", "H", "H", "H", "H", "H", "H", "H"],
  "positions_angstrom": [[2.52470, -0.96978, 0.29392], [-0.16431, 1.10414, 0.73720], [-0.38467, -0.02859, -1.42564], [-1.39767, 0.52208, 1.33646], [-2.21332, -0.64531, -0.55156], [1.85743, 0.20569, -0.55023], [0.39251, 0.10097, -0.20225], [1.81030, -1.65549, 0.94515], [-2.47181, 0.24828, 0.41147], [-1.85910, -1.89854, -0.17976], [3.69819, -0.95489, 0.16380], [-0.45534, 1.98807, 0.07081], [0.48407, 1.38761, 1.57778], [-0.01609, -0.82606, -2.01288], [-0.67527, 0.83664, -1.86171], [-1.20832, -0.32416, 1.89152], [-1.87084, 1.18357, 1.92570], [-2.79456, -0.59853, -1.37964], [2.28213, 0.96506, -0.04006], [2.05948, 0.19231, -1.54110], [0.40248, -0.83305, 0.39102]],
  "forces_ev_per_angstrom": [[1.605, 1.561, -2.428], [-1.022, 1.615, -1.572], [-3.673, -3.361, 3.535], [-0.494, -0.484, -2.496], [5.652, 1.124, 0.317], [-1.573, -3.319, 3.908], [1.899, -1.272, 0.440], [0.263, -0.843, 0.851], [0.219, -0.812, -0.742], [-0.503, 0.496, 0.427], [-2.006, -0.635, 0.721], [0.636, -0.836, 1.252], [0.258, -0.159, -0.623], [0.221, -0.600, -0.705], [-0.242, 2.768, -1.370], [0.617, -2.128, 1.267], [-1.134, 2.541, 2.427], [-2.299, -0.121, -1.976], [1.217, 3.325, 1.126], [0.488, -0.020, -3.046], [-0.128, 1.160, -1.314]],
  "nbo_charge": [0.457, -0.250, -0.339, -0.093, 0.584, -0.310, -0.416, -0.488, -0.477, -0.333, 0.183, 0.239, 0.256, 0.220, 0.210, 0.200, 0.231, 0.177, 0.230, 0.247, 0.471],
  "max_force_ev_per_a": 6.11,
  "molar_mass_da": 148.2,
  "total_charge": 1,
  "homo_lumo_gap_ha": 0.366,
  "lumo_energy_ev": -3.4
}

***

(2)
{
  "formula": "C3H8FP",
  "method": "ωB97M-V with the def2-TZVPD basis set",
  "elements": ["C", "C", "C", "F", "P", "H", "H", "H", "H", "H", "H", "H", "H"],
  "positions_angstrom": [[-0.81514, -0.75020, -0.49910], [0.76717, 0.24069, 1.18761], [0.30780, 0.22015, -0.22530], [-1.25413, 3.10327, -0.64094], [0.16320, 2.11140, -0.78084], [-1.19064, -0.75241, -1.42647], [-0.50788, -1.72558, -0.46263], [-1.68742, -0.55607, 0.07683], [1.23861, 1.33164, 1.35452], [1.37846, -0.65911, 1.49186], [-0.26746, 0.17714, 1.76544], [-0.24686, 1.89025, -2.05328], [1.17538, 0.16473, -0.80389]],
  "forces_ev_per_angstrom": [[0.995, 1.714, 1.445], [-1.577, 1.363, 2.353], [-2.283, 2.224, 0.131], [1.313, -1.756, 0.642], [-0.751, 0.964, 0.812], [-1.094, 0.802, -4.015], [0.900, -2.705, 1.089], [-0.426, 0.024, 1.150], [-0.548, -2.850, 0.321], [-0.394, 1.251, -0.287], [2.386, 0.302, -0.408], [0.035, -0.707, -1.444], [1.446, -0.626, -1.788]],
  "nbo_charge": [-0.622, -0.628, -0.446, -0.592, 0.880, 0.216, 0.212, 0.215, 0.222, 0.222, 0.205, -0.096, 0.212],
  "max_force_ev_per_a": 4.24,
  "molar_mass_da": 94.1,
  "smiles": "CC(C)PF",
  "homo_lumo_gap_ha": 0.360,
  "lumo_energy_ev": 0.5
}

***

(3)
{
  "formula": "C23H34NO2P2W",
  "method": "ωB97M-V with the def2-TZVPD basis set",
  "elements": ["C", "C", "N", "C", "C", "C", "C", "P", "W", "P", "C", "C", "C", "C", "C", "C", "C", "O", "O", "H", "H", "H", "C", "C", "H", "H", "H", "H", "C", "C", "H", "H", "H", "H", "H", "H", "H", "H", "H", "H", "H", "H", "H", "H", "H", "H", "H", "H", "H", "H", "H", "H", "C", "C", "C", "C", "C", "C", "H", "H", "H", "H", "H"],
  "positions_angstrom": [[-3.85076, -0.61951, -1.50198], [-2.44978, -0.59868, -1.30706], [-1.97020, -0.25532, -0.02726], [-2.83275, -0.13230, 1.02124], [-4.19787, -0.29490, 0.83025], [-4.71358, -0.50673, -0.44512], [-1.53408, -1.01528, -2.28306], [0.20589, -1.09496, -1.93476], [0.12834, -0.02620, 0.24829], [-0.64033, 1.14264, 2.19995], [-2.24819, 0.24556, 2.36517], [2.15720, 0.70627, 0.10153], [3.19453, -0.19025, -0.22500], [4.52329, 0.25656, -0.21928], [4.82300, 1.58323, 0.11465], [3.79005, 2.48564, 0.39027], [2.45253, 2.06599, 0.35430], [-2.67078, 3.24526, -5.83038], [1.30988, 5.09864, -2.90981], [-4.19013, -0.74926, -2.52919], [-4.82689, -0.21685, 1.71560], [-5.79266, -0.56517, -0.59343], [0.65183, -2.84255, -2.25735], [1.14641, -0.22828, -3.23184], [-2.94659, 0.91468, 2.90468], [-2.09972, -0.65775, 2.98523], [-2.79329, 2.29554, -5.81202], [-1.93288, -1.43349, -3.20933], [0.29419, 0.90731, 3.71520], [-1.14542, 2.88671, 2.19609], [2.95300, -1.22861, -0.47406], [5.33090, -0.44151, -0.46161], [5.86716, 1.92112, 0.13488], [4.02765, 3.53223, 0.62994], [1.63083, 2.77470, 0.51662], [-0.28638, 1.29649, -0.79699], [1.53051, 4.13482, -2.82162], [0.46943, 5.11746, -2.41383], [-2.73335, 3.52947, -4.90202], [-0.58575, 1.56645, -0.03018], [0.41656, -3.13596, -3.29105], [1.72665, -2.99036, -2.10383], [0.11496, -3.52694, -1.59279], [0.86226, -0.60187, -4.22448], [0.95424, 0.84736, -3.17225], [2.21932, -0.39642, -3.07598], [-1.73028, 3.12469, 3.10084], [-0.24237, 3.51364, 2.16584], [-1.74969, 3.10623, 1.30451], [-0.26392, 1.30269, 4.57817], [0.51549, -0.15617, 3.86844], [1.24292, 1.44669, 3.60270], [0.65875, -4.39686, 2.62275], [1.61756, -3.39209, 2.77087], [1.47261, -2.17184, 2.10661], [0.35068, -1.94017, 1.28548], [-0.59784, -2.96744, 1.12499], [-0.44842, -4.18462, 1.79916], [0.77682, -5.34500, 3.15087], [2.49633, -3.55448, 3.39986], [2.22955, -1.39716, 2.22459], [-1.46834, -2.82635, 0.48190], [-1.19912, -4.96675, 1.66611]],
  "forces_ev_per_angstrom": [[0.555, -0.207, -0.962], [-0.326, 0.088, 1.457], [-1.647, -0.385, -0.609], [0.911, 0.274, -0.978], [-0.208, -0.011, 0.514], [-0.353, 0.185, 0.397], [-0.575, -0.026, -0.675], [1.175, -0.785, 0.316], [2.855, -0.762, 1.509], [0.009, -0.826, 0.635], [-0.461, 0.280, 0.523], [-1.181, 0.445, -0.596], [0.392, 0.623, 0.097], [-0.081, -0.232, 0.129], [-0.147, -0.088, -0.095], [-0.241, 0.398, 0.054], [0.858, -0.493, 0.009], [0.035, 0.333, 0.583], [-0.497, -1.720, 0.708], [-0.129, -0.110, 0.341], [-0.046, -0.036, -0.353], [0.329, 0.000, 0.012], [-0.239, -0.279, -0.356], [-0.301, 0.104, -0.370], [0.081, -0.502, -0.202], [0.053, 0.281, -0.308], [-0.056, -0.193, -0.025], [-0.046, 0.241, 0.149], [-0.302, 0.207, 0.791], [0.045, 0.228, 0.104], [0.202, 0.293, 0.123], [-0.271, 0.286, 0.091], [-0.524, -0.165, -0.005], [-0.079, -0.529, -0.170], [0.451, -0.162, 0.053], [-0.379, 0.668, -1.908], [0.070, 1.315, -0.318], [0.448, 0.400, -0.366], [0.014, -0.140, -0.567], [0.047, 0.755, 0.125], [0.081, 0.160, 0.189], [-0.164, 0.144, 0.046], [0.104, 0.249, 0.045], [0.129, 0.122, 0.176], [0.035, -0.186, -0.034], [-0.276, -0.032, 0.076], [0.271, -0.033, -0.332], [-0.286, -0.092, 0.043], [0.127, -0.074, 0.247], [0.345, -0.123, -0.097], [-0.096, 0.225, -0.135], [-0.186, -0.076, 0.073], [-0.022, 0.021, 0.006], [0.096, 0.044, -0.102], [-0.502, -0.348, 0.047], [-0.527, 0.226, -0.550], [0.513, -0.321, 0.632], [-0.035, 0.092, -0.088], [-0.041, 0.290, -0.178], [-0.299, -0.017, -0.164], [-0.088, -0.151, 0.051], [0.130, -0.042, 0.093], [0.249, 0.167, 0.101]],
  "mulliken_spin": [0.183, 0.011, 0.126, 0.022, 0.158, -0.029, 0.415, -0.003, 1.081, -0.033, 0.015, -0.094, 0.031, -0.009, 0.021, -0.010, 0.043, 0.000, 0.000, 0.002, 0.003, 0.000, 0.023, 0.042, 0.002, 0.005, 0.000, -0.006, 0.006, 0.007, 0.003, 0.000, 0.001, 0.000, -0.008, -0.025, 0.000, 0.000, 0.000, 0.002, -0.001, 0.003, -0.002, 0.002, 0.002, 0.001, 0.000, -0.001, 0.004, 0.001, 0.000, -0.002, -0.001, 0.004, -0.004, -0.017, 0.028, 0.005, 0.000, 0.000, -0.001, -0.005, 0.000],
  "max_force_ev_per_a": 3.32,
  "molar_mass_da": 602.3,
  "total_charge": 1,
  "spin_multiplicity": 3,
  "homo_lumo_gap_ha": [0.245, 0.178],
  "s2": 2.05,
  "lumo_energy_ev": [-3.8, -5.4]
}

***

(4)
{
  "formula": "C5H7O3P",
  "method": "ωB97M-V with the def2-TZVPD basis set",
  "elements": ["C", "C", "C", "C", "C", "O", "O", "O", "P", "H", "H", "H", "H", "H", "H", "H"],
  "positions_angstrom": [[0.47333, -1.71185, -0.27787], [1.56665, -0.61700, 0.24019], [-0.86260, -1.22452, 0.04236], [-0.80956, -0.08893, 0.99693], [0.07076, 1.65598, -1.13425], [0.83311, -2.68599, -0.88586], [2.68672, -0.93719, 0.57805], [0.97446, 1.82340, 1.63219], [0.64687, 0.93997, 0.55491], [-1.20072, -0.87396, -0.95218], [-1.61846, -1.84841, 0.37959], [-1.66380, 0.60268, 0.93774], [-0.84058, -0.51721, 1.97083], [-0.74622, 2.26397, -0.91087], [0.81151, 2.38627, -1.47272], [-0.32146, 0.83280, -1.69903]],
  "forces_ev_per_angstrom": [[2.515, -0.521, 0.073], [1.310, -1.462, -0.060], [-0.961, 1.330, -1.982], [-0.166, 1.599, -0.564], [1.769, -0.618, 2.292], [-0.502, 0.551, 0.459], [-1.488, 0.541, -0.602], [1.472, 2.312, 1.801], [-2.538, -1.257, -1.986], [-0.177, -0.137, 0.210], [-1.008, -2.104, 0.241], [0.029, -0.401, -0.085], [0.616, 0.194, 1.125], [-1.621, 0.949, 0.789], [0.189, -0.874, -0.680], [0.564, -0.103, -1.030]],
  "nbo_charge": [0.507, 0.147, -0.537, -0.764, -0.947, -0.463, -0.428, -1.050, 1.807, 0.239, 0.256, 0.244, 0.250, 0.241, 0.263, 0.234],
  "max_force_ev_per_a": 3.46,
  "molar_mass_da": 146.1,
  "smiles": "C[P@@]1(=O)CCC(=O)C1=O",
  "homo_lumo_gap_ha": 0.307,
  "lumo_energy_ev": -0.9
}

***

(5)
{
  "formula": "CH4NO2Si",
  "method": "ωB97M-V with the def2-TZVPD basis set",
  "elements": ["C", "N", "O", "O", "Si", "H", "H", "H", "H"],
  "positions_angstrom": [[0.59543, -1.53089, -0.39639], [-0.97386, 0.85368, 0.81435], [1.25349, -1.63770, -1.44939], [0.17245, -2.38999, 0.38468], [0.30674, 0.48867, -0.23980], [-1.00246, 1.81462, 1.11516], [-1.62188, 0.26450, 1.21010], [1.65374, 1.17113, -0.03157], [-0.38366, 0.96597, -1.40714]],
  "forces_ev_per_angstrom": [[-0.068, 1.577, -0.040], [1.353, 2.517, 0.535], [0.380, -0.282, -0.456], [-0.199, 0.107, 0.256], [0.538, -2.915, -0.305], [-0.581, -0.080, 0.313], [-1.241, -1.470, 1.079], [-0.679, 0.080, 0.120], [0.498, 0.466, -1.502]],
  "nbo_charge": [0.538, -1.323, -0.791, -0.768, 1.050, 0.363, 0.393, -0.219, -0.243],
  "max_force_ev_per_a": 2.98,
  "molar_mass_da": 90.1,
  "total_charge": -1,
  "smiles": "N[SiH2]C(=O)[O-]",
  "homo_lumo_gap_ha": 0.260,
  "lumo_energy_ev": 4.0
}

***

(6)
{
  "formula": "C4H12O3",
  "method": "ωB97M-V with the def2-TZVPD basis set",
  "elements": ["C", "O", "C", "C", "C", "O", "H", "H", "H", "H", "H", "H", "H", "H", "H", "H", "H", "H", "O"],
  "positions_angstrom": [[-0.85702, -0.83109, 0.94181], [-1.53370, -2.11321, 0.82876], [-0.78756, -0.01825, -0.49448], [-0.57916, 1.58811, -0.33464], [0.82583, 2.05430, -0.44224], [1.42854, 1.91121, 0.81774], [-1.47491, -0.11707, 1.62276], [0.12756, -1.15137, 1.20215], [-2.32226, -1.89494, 0.52718], [-1.80884, -0.30863, -0.92107], [0.08551, -0.16381, -1.21937], [-0.84071, 1.96829, 0.66808], [-1.19812, 2.00000, -1.17524], [0.74672, 3.15654, -0.41156], [1.37385, 1.72721, -1.32514], [2.15475, 1.37787, 0.70837], [1.05116, -3.32982, 0.09410], [2.18583, -3.08633, -0.66408], [1.42252, -2.76900, -0.42312]],
  "forces_ev_per_angstrom": [[-0.927, 1.012, -1.935], [5.776, -0.101, 1.955], [0.023, 0.643, 1.077], [-1.885, -1.965, -0.629], [-0.786, 2.487, 0.370], [-1.089, 0.457, 0.772], [1.526, -1.315, -0.685], [0.603, 0.626, 0.911], [-5.996, 1.027, -2.221], [1.487, 0.815, -0.067], [-1.406, -1.233, 1.043], [-0.761, -0.200, -0.550], [0.448, 0.155, 0.990], [-0.045, -0.145, -1.318], [0.304, -0.255, 0.224], [2.746, -2.038, 0.070], [-4.059, -5.668, 5.301], [6.517, -2.623, -2.113], [-2.476, 8.321, -3.195]],
  "nbo_charge": [-0.072, -0.712, -0.430, -0.426, -0.089, -0.719, 0.164, 0.198, 0.445, 0.192, 0.213, 0.214, 0.210, 0.175, 0.172, 0.465, 0.456, 0.451, -0.905],
  "max_force_ev_per_a": 9.25,
  "molar_mass_da": 108.1,
  "smiles": "OCCCCO.O",
  "homo_lumo_gap_ha": 0.393,
  "lumo_energy_ev": 0.8
}

***

Repeat the fifth record exactly.
{
  "formula": "CH4NO2Si",
  "method": "ωB97M-V with the def2-TZVPD basis set",
  "elements": ["C", "N", "O", "O", "Si", "H", "H", "H", "H"],
  "positions_angstrom": [[0.59543, -1.53089, -0.39639], [-0.97386, 0.85368, 0.81435], [1.25349, -1.63770, -1.44939], [0.17245, -2.38999, 0.38468], [0.30674, 0.48867, -0.23980], [-1.00246, 1.81462, 1.11516], [-1.62188, 0.26450, 1.21010], [1.65374, 1.17113, -0.03157], [-0.38366, 0.96597, -1.40714]],
  "forces_ev_per_angstrom": [[-0.068, 1.577, -0.040], [1.353, 2.517, 0.535], [0.380, -0.282, -0.456], [-0.199, 0.107, 0.256], [0.538, -2.915, -0.305], [-0.581, -0.080, 0.313], [-1.241, -1.470, 1.079], [-0.679, 0.080, 0.120], [0.498, 0.466, -1.502]],
  "nbo_charge": [0.538, -1.323, -0.791, -0.768, 1.050, 0.363, 0.393, -0.219, -0.243],
  "max_force_ev_per_a": 2.98,
  "molar_mass_da": 90.1,
  "total_charge": -1,
  "smiles": "N[SiH2]C(=O)[O-]",
  "homo_lumo_gap_ha": 0.260,
  "lumo_energy_ev": 4.0
}